114
Properties=species:S:1:pos:R:3:forces:R:3:lowdin_charge:R:1 method="wB97M-V/def2-TZVPD" orbital_gap_ev=8.859 lumo_ha=-0.0139 total_charge=0 e_tot_ev=-216360.2744
C 1.226496 -1.658645 -1.835881 -0.0098 0.8096 -0.3177 -0.130
C 0.505286 -2.538252 -2.856860 -0.3261 -0.6430 0.5508 -0.710
Br 0.551465 -1.674934 -4.629953 0.2127 0.0453 0.4608 0.644
C 0.961073 -4.055839 -2.815488 0.4123 0.9356 -0.9243 -0.600
Br 0.744688 -4.895343 -4.598583 -0.3475 -0.3560 0.5882 0.697
C 2.417992 -4.200313 -2.411207 -0.9084 -0.3579 -0.5024 -0.262
C 3.366892 -3.820102 -3.345280 0.3530 0.4908 -0.6060 -0.077
C 4.713713 -3.867670 -3.061053 -0.0809 -0.0641 -0.2218 0.017
C 5.072182 -4.316037 -1.812346 1.6060 0.0412 0.2265 -0.081
C 4.136357 -4.716740 -0.887442 0.2614 -0.1394 0.9751 -0.043
C 2.777886 -4.679618 -1.161070 -0.4735 -0.3029 0.4832 0.019
B 1.704158 -5.162505 -0.075626 0.6361 -0.2288 -0.2276 -0.515
N 0.786371 -6.245536 -0.459415 -0.2640 0.2616 0.3248 0.160
O 1.731582 -4.544077 1.166160 -0.2070 0.3776 -0.6402 0.141
C 4.682071 -5.167799 0.447055 -0.0678 -0.2609 0.3615 -0.242
O 4.250491 -6.130319 1.057991 -0.0077 0.9092 -0.4234 0.135
C 5.828822 -4.315647 0.944501 -0.7085 -0.5569 -0.3058 -0.086
C 5.962530 -3.938866 2.259335 -0.3862 -0.2676 0.7516 0.013
C 7.011534 -3.123067 2.622077 -0.1576 -0.0400 0.1908 -0.017
C 7.923490 -2.680962 1.676504 1.0398 0.3062 1.2313 -0.218
C 9.017799 -1.742311 2.160601 -0.7156 0.4920 -1.1351 -0.119
C 8.533310 -0.289285 1.884406 0.3805 0.4769 0.4472 -0.137
C 7.315284 0.095351 2.689456 0.1103 0.1017 0.0024 -0.251
C 7.416258 0.402214 4.038670 1.1526 -0.2665 0.1184 -0.060
C 6.328167 0.744024 4.796147 -0.4590 0.2564 1.0856 -0.097
C 5.065267 0.837670 4.237861 0.3364 0.0173 0.0638 -0.092
C 4.964400 0.572519 2.889441 -1.2773 0.1949 0.1158 -0.093
C 6.055780 0.194075 2.141583 -0.3203 -0.1437 -1.1381 -0.051
C 7.818245 -3.083849 0.363387 0.3810 0.1163 -0.1445 0.043
C 6.764999 -3.894864 0.018817 -0.2868 -0.3563 -1.4367 -0.085
C 6.533922 -4.351901 -1.404508 0.1750 -0.2803 -0.1544 -0.252
O 7.414611 -4.744726 -2.146434 -0.5566 0.6602 0.4497 0.127
H 0.906194 -1.835350 -0.801972 0.0644 -0.3190 -0.2096 0.088
H 0.957706 -0.618975 -2.063195 -0.0020 -0.1946 0.1871 0.068
H 2.317796 -1.706447 -1.898300 -0.2037 -0.1896 0.0084 0.073
H -0.556526 -2.541533 -2.593497 0.1296 0.0993 -0.3204 0.081
H 0.260350 -4.593545 -2.180732 0.2637 0.0329 0.0010 0.064
H 3.061115 -3.451027 -4.321069 -0.1074 -0.0996 0.1712 0.081
H 5.474540 -3.564467 -3.774428 -0.1349 -0.0713 0.0587 0.131
H -0.172329 -5.934869 -0.598810 0.0336 -0.1722 -0.1334 0.069
H 0.739264 -6.965090 0.259585 -0.0205 0.1558 0.0443 0.083
H 0.884264 -4.104932 1.316009 -0.0274 -0.3639 0.4837 0.099
H 5.250746 -4.270591 3.011879 0.0505 -0.0388 -0.2168 0.131
H 7.120335 -2.823816 3.661374 0.0004 0.0319 -0.1634 0.124
H 9.198949 -1.864790 3.231933 0.0868 -0.0797 -0.2068 0.114
H 9.930781 -1.904674 1.576603 -0.0176 -0.0621 0.3193 0.117
H 8.340850 -0.109036 0.820274 0.0070 -0.3227 0.1156 0.117
H 9.334188 0.413262 2.163651 -0.0664 -0.2190 -0.0846 0.117
H 8.400959 0.368825 4.505772 -0.1474 -0.0104 -0.0110 0.119
H 6.439329 0.951259 5.858975 0.1488 -0.0113 -0.1788 0.105
H 4.216413 1.130340 4.847149 0.0375 -0.0621 -0.1764 0.103
H 3.982356 0.672956 2.429502 0.2407 -0.1177 -0.1373 0.105
H 5.880501 -0.000946 1.083546 0.2530 -0.0397 0.1134 0.120
H 8.547282 -2.766267 -0.378918 -0.1320 -0.1015 0.0520 0.140
C -5.168949 -0.336221 -0.474207 0.1113 0.1034 0.2934 -0.062
C -4.644603 -1.729227 -0.750652 -0.4638 0.2825 -0.2862 -0.208
O -3.375178 -1.937067 -0.108437 0.1240 -0.2334 -0.0588 0.030
C -3.429183 -2.241749 1.186947 -0.0276 0.1877 -0.1130 -0.611
O -4.424044 -2.365973 1.848837 0.0289 -0.0726 0.0440 0.132
O -2.173335 -2.373542 1.633554 0.0393 -0.1109 -0.0336 -0.009
C -2.081962 -2.645065 3.034384 0.1169 -0.0590 0.2466 -0.040
H -4.423537 0.413266 -0.745114 -0.0294 -0.0371 -0.1382 0.082
H -6.081109 -0.148976 -1.040653 0.0162 -0.0258 -0.0145 0.083
H -5.388540 -0.201884 0.584972 -0.0952 -0.0595 -0.0275 0.075
H -4.471686 -1.851628 -1.819149 0.2863 -0.0708 0.0769 0.121
H -5.360927 -2.493142 -0.448715 0.1292 -0.0135 0.2003 0.124
H -2.695003 -3.501080 3.309566 -0.0952 0.0885 -0.0248 0.098
H -2.377536 -1.766772 3.606517 -0.1084 -0.0627 0.0058 0.100
H -1.040957 -2.873110 3.251150 0.0299 0.0641 -0.1721 0.088
C 5.085533 -0.270804 -5.238652 0.2231 0.1792 -0.0041 -0.054
C 4.290855 -0.152364 -3.955762 -0.1997 -0.2124 -0.4462 -0.219
O 5.099266 0.375648 -2.892631 -0.0912 -0.0498 0.1809 0.037
C 5.249788 1.699119 -2.884993 0.0913 -0.1152 -0.0522 -0.611
O 4.768568 2.475166 -3.667831 -0.0198 0.0359 0.0311 0.128
O 6.041703 2.016592 -1.856788 -0.0534 -0.0055 0.0453 -0.003
C 6.337350 3.410469 -1.756237 0.1192 0.2408 0.1269 -0.041
H 5.998847 -0.845028 -5.070800 -0.0817 -0.1037 0.0093 0.081
H 4.494134 -0.762527 -6.011847 -0.0216 -0.0141 0.0413 0.082
H 5.385320 0.711130 -5.605334 -0.1046 0.0126 -0.0095 0.078
H 3.968249 -1.140537 -3.632158 0.1210 0.0630 0.2394 0.086
H 3.394586 0.452333 -4.094206 0.1080 0.1425 0.0628 0.118
H 5.426584 4.006136 -1.753994 -0.0021 -0.0387 -0.1280 0.096
H 6.988869 3.715700 -2.574296 -0.1158 0.0363 -0.0563 0.099
H 6.858474 3.560516 -0.814122 -0.0061 -0.2051 0.0125 0.092
C -8.404506 1.640248 4.725453 0.2737 0.1330 -0.0142 -0.064
C -9.271330 2.044348 3.551839 -0.1500 -0.4312 0.3192 -0.210
O -8.863810 3.313139 3.018870 -0.0988 0.0663 -0.1622 0.036
C -7.815441 3.277746 2.198571 -0.0519 0.0266 0.2242 -0.604
O -7.203000 2.297267 1.868045 0.0249 -0.0142 -0.0879 0.125
O -7.548888 4.530735 1.816920 0.0758 -0.0300 -0.0714 -0.017
C -6.398154 4.646045 0.975550 0.3136 0.0484 -0.1365 -0.041
H -8.386214 2.431287 5.476722 -0.1295 -0.0375 0.0243 0.082
H -8.781193 0.725561 5.183338 -0.0317 0.0157 -0.0190 0.081
H -7.374899 1.469691 4.410420 -0.0489 -0.0821 -0.0611 0.076
H -10.302557 2.170434 3.878650 0.0266 0.2516 -0.0864 0.123
H -9.268630 1.282967 2.771934 0.1556 0.1094 -0.0797 0.123
H -6.465123 3.974447 0.121496 0.0066 -0.0981 0.1019 0.103
H -5.494158 4.445193 1.549004 -0.0199 -0.1317 -0.0471 0.102
H -6.357229 5.667873 0.608221 -0.1277 0.0434 0.1693 0.088
C -10.397886 6.149416 0.767418 -0.2594 0.0455 -0.1148 -0.055
C -9.197790 6.588592 -0.042764 -0.0415 -0.0173 0.5260 -0.202
O -9.420964 6.374294 -1.445211 0.1880 0.0859 -0.1104 0.043
C -10.145155 7.308921 -2.059494 -0.0340 -0.1588 0.0582 -0.611
O -10.606032 8.298440 -1.553719 0.0150 0.0481 -0.0321 0.124
O -10.282155 6.950401 -3.338487 0.0514 0.0366 -0.0162 0.005
C -11.090098 7.840266 -4.109962 -0.1232 0.0970 -0.2407 -0.043
H -10.663898 5.118741 0.526810 0.1295 -0.0398 0.0807 0.084
H -10.187424 6.221137 1.834358 0.0547 -0.0423 -0.0190 0.083
H -11.267546 6.767932 0.543176 0.0665 0.0781 0.0272 0.076
H -8.335434 5.986475 0.228939 -0.1809 -0.0121 -0.3344 0.078
H -8.940993 7.629989 0.154395 -0.1482 0.0540 -0.1906 0.130
H -10.739442 8.866644 -4.020866 -0.0520 -0.0138 0.1235 0.095
H -12.131570 7.766361 -3.798994 0.0313 0.1074 0.0725 0.098
H -11.008245 7.529107 -5.148158 0.1024 -0.1579 0.0792 0.092